No. 1
Computed, not measured: a structure of composition C36H44MgN2Si at a distorted geometry, with the ωB97M-V functional and the def2-TZVPD basis.

Atoms and positions in Å:
C1 1.118 2.010 0.208
C2 0.156 2.125 -0.842
C3 -1.142 2.142 -0.248
H1 0.371 2.310 -1.899
C4 -0.978 2.076 1.167
C5 0.415 1.969 1.445
H2 0.864 1.937 2.436
H3 2.202 2.063 0.086
H4 -2.079 2.275 -0.788
H5 -1.775 2.175 1.907
Mg1 -0.099 -0.205 0.031
C6 -1.466 -3.711 -5.354
H6 -2.183 -3.732 -4.528
H7 -1.775 -2.968 -6.097
H8 -0.466 -3.470 -4.981
Si1 -0.126 -1.022 -2.626
C7 1.591 -0.952 -3.303
C8 2.368 0.227 -3.293
H9 1.996 1.130 -2.800
C9 3.611 0.249 -3.928
H10 4.200 1.167 -3.932
C10 4.100 -0.909 -4.544
H11 5.077 -0.895 -5.023
C11 3.358 -2.095 -4.515
H12 3.747 -3.004 -4.977
C12 2.119 -2.128 -3.875
H13 1.545 -3.058 -3.824
C13 -1.245 0.108 -3.566
C14 -0.833 0.679 -4.785
H14 0.148 0.431 -5.197
C15 -1.662 1.585 -5.451
H15 -1.328 2.025 -6.390
C16 -2.903 1.932 -4.913
H16 -3.548 2.633 -5.437
C17 -3.318 1.383 -3.695
H17 -4.274 1.668 -3.256
C18 -2.502 0.470 -3.027
H18 -2.832 0.046 -2.073
H19 -0.674 -2.407 -2.559
H20 -1.441 -4.700 -5.828
C19 -3.130 -0.116 6.185
C20 -3.905 -0.041 4.868
C21 -5.202 -0.853 4.991
C22 -4.290 1.423 4.592
C23 -3.095 -0.589 3.693
C24 -3.680 -0.544 2.419
C25 -2.887 -0.733 1.291
N1 -1.556 -0.941 1.374
C26 -1.008 -1.175 2.605
C27 -1.765 -1.028 3.783
C28 0.453 -1.429 2.623
C29 1.134 -1.909 3.762
C30 2.522 -2.084 3.719
C31 3.188 -1.716 2.545
C32 2.469 -1.206 1.464
N2 1.125 -1.112 1.478
C33 3.344 -2.676 4.873
C34 4.008 -3.972 4.383
C35 4.451 -1.691 5.281
C36 2.470 -2.987 6.090
H21 -3.745 0.280 7.002
H22 -2.209 0.475 6.139
H23 -2.881 -1.153 6.429
H24 -5.802 -0.473 5.828
H25 -5.804 -0.788 4.076
H26 -4.974 -1.909 5.175
H27 -3.402 2.056 4.467
H28 -4.908 1.526 3.693
H29 -4.865 1.822 5.436
H30 -4.729 -0.284 2.284
H31 -3.332 -0.677 0.294
H32 -1.247 -1.154 4.734
H33 0.545 -2.124 4.651
H34 4.268 -1.817 2.454
H35 2.987 -0.871 0.560
H36 4.679 -3.785 3.536
H37 4.593 -4.428 5.190
H38 3.247 -4.695 4.063
H39 4.022 -0.740 5.622
H40 5.041 -2.109 6.107
H41 5.137 -1.478 4.453
H42 2.000 -2.076 6.477
H43 1.691 -3.712 5.831
H44 3.076 -3.419 6.893

**Orbital gap**: 0.1798 hartree
**Charge**: 0
**Spin multiplicity**: 1
**E_tot**: -54349.916 eV

---

No. 2
Computed, not measured: a structure of composition C32H44BrN3P2W at a distorted geometry, with the ωB97M-V functional and the def2-TZVPD basis.

Atoms and positions in Å:
C1 1.413 3.584 -0.496
C2 0.354 3.087 -1.267
C3 0.152 3.657 -2.540
C4 1.163 4.490 -3.060
N1 2.244 4.839 -2.365
C5 2.372 4.403 -1.113
C6 -0.479 1.978 -0.737
C7 -1.852 1.541 -0.725
C8 -3.019 1.490 -1.538
C9 -2.779 0.607 -2.623
C10 -3.693 -0.384 -2.676
C11 -5.019 -0.190 -2.363
C12 -5.392 1.117 -1.878
C13 -4.370 1.954 -1.401
W1 -0.731 0.294 0.181
P1 2.560 0.026 0.165
H1 -0.723 3.417 -3.140
H2 1.502 3.268 0.538
H3 1.106 4.901 -4.072
H4 3.254 4.718 -0.559
H5 -4.604 2.956 -1.001
H6 -1.824 0.585 -3.134
H7 -6.438 1.452 -1.915
H8 1.029 0.609 -0.102
C14 2.678 -1.477 1.170
C15 3.849 -2.399 0.859
H9 1.783 -2.093 1.030
H10 2.682 -1.200 2.231
H11 3.786 -3.241 1.561
H12 3.781 -2.814 -0.155
H13 4.822 -1.914 0.978
C16 3.126 -0.293 -1.521
C17 3.300 0.887 -2.483
H14 2.411 -1.009 -1.958
H15 4.080 -0.825 -1.388
H16 3.593 0.484 -3.464
H17 2.381 1.467 -2.625
H18 4.085 1.580 -2.156
C18 3.698 1.245 0.900
C19 5.161 0.842 1.132
H19 3.252 1.533 1.865
H20 3.669 2.136 0.258
H21 5.691 1.742 1.469
H22 5.272 0.078 1.911
H23 5.662 0.488 0.222
Br1 -6.109 -1.541 -2.791
P2 -1.618 -1.541 -0.732
C20 -0.244 -2.374 0.131
C21 -0.426 -3.864 0.497
H24 -0.074 -1.776 1.060
H25 0.578 -2.272 -0.576
H26 0.377 -4.119 1.186
H27 -1.370 -4.070 1.014
H28 -0.347 -4.516 -0.380
C22 -3.124 -2.321 -0.008
C23 -3.560 -3.608 -0.717
H29 -3.926 -1.569 0.018
H30 -2.877 -2.521 1.042
H31 -4.380 -4.061 -0.153
H32 -3.941 -3.443 -1.728
H33 -2.763 -4.352 -0.771
C24 -1.542 -2.117 -2.443
C25 -0.776 -3.388 -2.741
H34 -1.159 -1.284 -3.033
H35 -2.600 -2.205 -2.747
H36 -0.777 -3.517 -3.826
H37 0.266 -3.365 -2.422
H38 -1.265 -4.268 -2.321
N2 -2.793 1.694 3.524
C26 -2.658 1.341 2.234
N3 -1.466 0.745 2.043
C27 -0.809 0.660 3.291
C28 0.551 0.438 3.494
C29 1.075 0.832 4.734
C30 0.242 1.453 5.686
C31 -1.120 1.708 5.442
C32 -1.635 1.280 4.225
H39 -3.595 2.194 3.918
H40 -3.351 1.542 1.434
H41 1.164 0.012 2.684
H42 2.139 0.650 4.934
H43 0.709 1.718 6.634
H44 -1.782 2.208 6.150

**<S²>**: 2.1207
**Orbital gap (alpha / beta)**: 0.1488 / 0.1772 hartree
**Charge**: +4
**Spin multiplicity**: 3
**E_tot**: -128764.495 eV

---

No. 3
Computed, not measured: a cluster of 3 separate species, C19H21BrF16NO5 in total, with the ωB97M-V functional and the def2-TZVPD basis.

Atoms and positions in Å:
O1 4.625 0.388 -0.293
C1 3.882 0.982 -1.329
C2 2.392 1.078 -1.074
O2 2.011 2.415 -1.317
C3 0.690 2.775 -1.478
O3 -0.210 2.008 -0.693
C4 -1.390 1.604 -1.327
C5 -1.442 0.138 -1.615
C6 -1.007 -0.407 -2.818
C7 -1.138 -1.752 -3.078
C8 -1.751 -2.579 -2.146
C9 -2.158 -2.043 -0.966
N1 -1.975 -0.725 -0.716
Br1 -2.570 -0.110 0.934
H1 4.294 -0.492 -0.125
H2 4.264 1.988 -1.431
H3 4.064 0.466 -2.267
H4 2.189 0.803 -0.044
H5 1.834 0.399 -1.720
H6 0.624 3.806 -1.156
H7 0.395 2.710 -2.528
H8 -1.526 2.133 -2.264
H9 -2.219 1.879 -0.690
H10 -0.581 0.255 -3.547
H11 -0.803 -2.155 -4.016
H12 -1.923 -3.622 -2.329
H13 -2.647 -2.625 -0.210
C10 -0.777 6.907 2.582
C11 -1.529 7.244 1.290
C12 -3.041 7.008 1.255
F1 -3.305 5.689 1.406
F2 -3.502 7.405 0.052
F3 -0.957 6.621 0.236
F4 -1.395 8.588 1.121
O4 -0.094 5.672 2.596
C13 -0.646 4.519 3.036
C14 -0.615 3.464 1.925
F5 -1.350 3.873 0.867
F6 -1.170 2.317 2.396
F7 -1.890 4.657 3.523
F8 0.131 4.012 4.018
H14 0.014 7.652 2.637
H15 -1.414 7.035 3.457
H16 -3.541 7.577 2.043
H17 0.408 3.269 1.609
C15 1.811 -7.163 0.920
C16 0.536 -7.870 0.447
C17 0.277 -7.949 -1.060
F9 0.124 -6.698 -1.566
F10 -0.865 -8.632 -1.258
F11 -0.546 -7.340 1.055
F12 0.664 -9.166 0.835
O5 1.646 -5.829 1.366
C18 1.753 -4.759 0.562
C19 0.463 -3.933 0.597
F13 -0.578 -4.659 0.144
F14 0.590 -2.862 -0.248
F15 2.093 -5.040 -0.705
F16 2.702 -3.928 1.068
H18 2.113 -7.706 1.812
H19 2.614 -7.253 0.189
H20 1.100 -8.454 -1.572
H21 0.253 -3.585 1.609

**Orbital gap**: 0.3027 hartree
**Charge**: +1
**Spin multiplicity**: 1
**E_tot**: -145284.858 eV

---

No. 4
Computed, not measured: a cluster of 2 separate species, C10H9O3 in total at a distorted geometry, with the ωB97M-V functional and the def2-TZVPD basis.

Atoms and positions in Å:
C1 -3.019 -0.123 -1.303
C2 -2.862 0.172 1.188
C3 -1.778 -0.424 -1.256
C4 -1.601 -0.291 1.277
C5 -3.646 0.393 -0.088
C6 -1.064 -0.616 -0.014
C7 4.181 0.679 -0.119
C8 2.874 0.888 -0.447
C9 1.228 -1.578 -0.133
C10 1.965 0.747 0.621
O1 -4.701 1.020 -0.052
O2 2.221 -2.135 -0.034
O3 0.094 -1.367 -0.192
H1 -3.595 -0.086 -2.228
H2 -3.493 0.447 1.992
H3 -1.023 -0.824 -2.012
H4 -0.993 -0.536 2.106
H5 5.047 0.587 -0.803
H6 4.350 0.599 0.895
H7 2.488 0.943 -1.493
H8 2.360 0.370 1.550
H9 0.968 1.135 0.546

**Orbital gap (alpha / beta)**: 0.2779 / 0.2213 hartree
**Charge**: +1
**Spin multiplicity**: 1
**E_tot**: -16644.290 eV

---

No. 5
Computed, not measured: an isolated molecule of H2O4S3 at a distorted geometry, with the ωB97M-V functional and the def2-TZVPD basis.

Atoms and positions in Å:
O1 -0.182 -1.812 -0.651
S1 -0.219 -0.371 -0.659
O2 -0.179 0.334 -1.915
S2 -1.887 0.406 0.280
O3 -1.618 0.142 1.920
S3 1.335 0.194 0.640
O4 2.236 1.120 -0.497
H1 -1.772 -0.729 2.203
H2 2.286 0.715 -1.322

**Orbital gap**: 0.3352 hartree
**Charge**: 0
**SMILES**: O=S(=O)(SO)SO
**Spin multiplicity**: 1
**E_tot**: -40725.487 eV

---

No. 6
Computed, not measured: a cluster of 2 separate species, C6H13NO in total at a distorted geometry, with the ωB97M-V functional and the def2-TZVPD basis.

Atoms and positions in Å:
C1 0.253 -0.884 -0.125
C2 0.462 1.334 -0.066
C3 0.948 -0.960 -1.461
C4 1.092 -1.333 1.056
C5 -2.399 0.863 -0.060
C6 -1.328 -0.043 0.478
O1 1.837 1.432 0.158
N1 -1.094 -1.202 -0.167
H1 1.999 1.448 1.107
H2 0.261 1.560 -1.110
H3 -0.089 1.997 0.602
H4 -1.079 0.113 1.540
H5 1.937 -0.502 -1.448
H6 1.056 -2.025 -1.690
H7 0.329 -0.525 -2.242
H8 1.196 -2.418 0.953
H9 2.087 -0.893 1.056
H10 0.597 -1.145 2.008
H11 -2.291 1.002 -1.135
H12 -3.350 0.347 0.105
H13 -2.424 1.834 0.439

**Orbital gap (alpha / beta)**: 0.2850 / 0.2850 hartree
**Charge**: 0
**Spin multiplicity**: 1
**E_tot**: -9965.522 eV